1.
DFT (ωB97M-V/def2-TZVPD) results for one molecule with the formula C8H19NO at a distorted geometry.

Last column: natural (NBO) charge in e.
Positions of all 29 atoms, in Å:
C1 1.535 -1.836 -0.118  -0.75
C2 -0.173 -2.122 0.532  0.17
O1 -0.832 -2.970 -0.358  -0.71
C3 -0.919 -0.870 0.902  -0.46
C4 -0.713 0.459 0.027  -0.02
C5 -1.696 1.497 0.584  -0.61
C6 -1.098 0.166 -1.427  -0.63
C7 0.731 0.928 0.164  -0.08
C8 1.287 1.786 -0.956  -0.62
N1 0.965 1.572 1.440  -0.85
H1 2.152 -1.797 0.777  0.22
H2 1.884 -1.338 -1.025  0.22
H3 1.648 -2.852 -0.498  0.22
H4 0.077 -2.724 1.405  0.18
H5 -1.105 -2.463 -1.132  0.47
H6 -1.994 -1.080 0.862  0.22
H7 -0.658 -0.613 1.931  0.21
H8 -2.722 1.151 0.458  0.20
H9 -1.575 2.441 0.055  0.21
H10 -1.519 1.685 1.640  0.22
H11 -1.154 1.086 -2.006  0.22
H12 -2.074 -0.319 -1.458  0.21
H13 -0.382 -0.492 -1.919  0.20
H14 1.342 -0.142 0.088  0.23
H15 1.233 1.280 -1.916  0.21
H16 0.748 2.732 -1.035  0.21
H17 2.335 2.019 -0.758  0.21
H18 0.743 0.960 2.216  0.35
H19 1.934 1.856 1.527  0.36

Results
* HOMO energy: -0.3081 Ha
* total energy: -446.13129 Ha
* SMILES: C[C@H](O)CC(C)(C)[C@@H](C)N
* ΔE to the lowest compared entry with this formula, charge and spin: 2.7600 eV
* gap between HOMO and LUMO: 9.14 eV



2.
DFT (ωB97M-V/def2-TZVPD) results for a 9-piece molecular cluster, C21H64N14O9 overall at a distorted geometry.

Last column: Mulliken charge in e.
Positions of all 108 atoms, in Å:
C1 -23.574 15.830 16.419  -0.71
O1 -23.288 14.584 16.955  -0.37
C2 -21.920 14.677 17.395  -0.81
C3 -21.883 14.929 18.909  0.84
C4 -20.545 15.545 19.494  -1.18
N1 -22.191 13.802 19.672  -0.68
H1 -23.681 16.527 17.251  0.29
H2 -24.557 15.778 15.951  0.30
H3 -23.001 16.240 15.587  0.29
H4 -21.318 13.769 17.345  0.09
H5 -21.280 15.326 16.797  0.38
H6 -22.732 15.596 19.058  0.21
H7 -19.708 14.848 19.527  0.02
H8 -20.793 15.927 20.484  0.37
H9 -20.157 16.424 18.980  0.47
H10 -21.345 13.316 19.934  0.28
H11 -22.634 13.228 18.969  0.28
C5 -22.329 11.780 26.053  -0.76
O2 -21.471 12.747 25.472  -0.26
C6 -20.450 13.279 26.406  -0.90
C7 -19.523 14.286 25.697  0.48
C8 -18.774 13.659 24.471  -1.31
N2 -18.653 14.979 26.692  -0.77
H12 -22.839 12.210 26.916  0.30
H13 -21.800 10.850 26.261  0.30
H14 -23.158 11.471 25.418  0.25
H15 -20.871 13.818 27.254  0.37
H16 -19.890 12.417 26.770  0.32
H17 -20.181 15.092 25.373  0.34
H18 -19.400 12.968 23.906  0.48
H19 -18.026 12.967 24.858  0.35
H20 -18.345 14.373 23.768  0.23
H21 -17.772 15.209 26.256  0.26
H22 -18.891 15.960 26.729  0.27
C9 -12.377 14.695 20.160  -0.35
O3 -11.213 13.885 19.799  -0.43
C10 -11.235 12.541 20.376  0.31
C11 -9.992 12.456 21.365  0.03
C12 -9.457 11.046 21.718  -1.39
N3 -10.129 13.301 22.613  -0.59
H23 -12.382 15.683 19.701  0.35
H24 -12.212 15.015 21.189  0.35
H25 -13.317 14.166 20.000  -0.12
H26 -12.154 12.261 20.890  -0.41
H27 -11.078 11.914 19.498  0.28
H28 -9.146 12.990 20.934  0.34
H29 -9.297 10.408 20.849  0.38
H30 -10.046 10.479 22.439  0.16
H31 -8.620 11.130 22.412  0.44
H32 -10.443 12.610 23.280  0.24
H33 -9.210 13.642 22.853  0.28
C13 -12.743 8.811 24.451  -0.87
O4 -13.006 9.879 23.611  -0.24
C14 -14.389 9.843 23.021  -1.25
C15 -14.652 11.014 22.102  1.65
C16 -14.490 12.323 22.823  -1.35
N4 -15.937 10.897 21.446  -0.35
H34 -13.163 9.007 25.438  0.33
H35 -11.666 8.754 24.607  0.22
H36 -13.137 7.830 24.184  0.35
H37 -14.492 9.001 22.337  0.43
H38 -15.209 9.803 23.738  0.41
H39 -13.869 10.910 21.351  -0.23
H40 -14.678 13.188 22.187  0.21
H41 -13.443 12.592 22.962  0.31
H42 -14.949 12.423 23.807  0.33
H43 -16.100 11.652 20.795  -0.20
H44 -15.793 10.090 20.856  0.40
N5 -15.552 10.076 18.517  -0.14
C17 -14.310 10.059 18.328  0.55
N6 -13.765 11.202 18.427  0.14
O5 -13.715 9.028 18.091  -0.78
H45 -15.986 10.978 18.380  0.01
H46 -16.045 9.223 18.295  0.20
H47 -14.372 11.959 18.710  -0.27
H48 -12.757 11.257 18.418  0.10
N7 -18.949 10.224 19.550  -0.42
C18 -19.607 11.222 19.092  0.70
N8 -20.070 10.974 17.930  -0.35
O6 -19.706 12.207 19.778  -0.59
H49 -18.902 9.439 18.917  0.11
H50 -18.596 10.344 20.489  0.18
H51 -20.808 11.493 17.478  0.22
H52 -19.648 10.207 17.426  0.14
N9 -15.375 17.830 17.117  -0.45
C19 -15.610 17.934 15.784  0.46
N10 -15.054 16.912 15.248  -0.32
O7 -16.152 18.835 15.239  -0.65
H53 -15.945 18.505 17.607  0.21
H54 -15.015 16.949 17.455  0.40
H55 -14.780 16.167 15.872  0.27
H56 -15.138 16.758 14.254  0.21
N11 -14.225 13.105 15.855  -0.35
C20 -15.028 13.766 16.633  0.74
N12 -16.247 13.289 16.552  -0.36
O8 -14.820 14.816 17.275  -0.79
H57 -13.303 13.501 15.740  0.27
H58 -14.706 12.346 15.393  0.14
H59 -16.907 13.680 17.209  0.10
H60 -16.425 12.379 16.151  0.19
N13 -16.079 15.254 19.775  -0.11
C21 -16.592 14.098 20.130  -0.26
N14 -17.640 14.158 20.936  -0.06
O9 -16.217 13.053 19.735  0.15
H61 -15.126 15.294 19.442  -0.02
H62 -16.601 16.119 19.778  0.18
H63 -17.903 13.261 21.320  -0.02
H64 -17.906 15.033 21.363  0.17

Results
* HOMO energy: -0.3215 Ha
* total energy: -2282.19558 Ha
* SMILES: COC[C@H](C)N.COC[C@H](C)N.COC[C@H](C)N.COC[C@H](C)N.NC(N)=O.NC(N)=O.NC(N)=O.NC(N)=O.NC(N)=O
* ΔE to the lowest compared entry with this formula, charge and spin: 5.7818 eV
* gap between HOMO and LUMO: 8.47 eV



3.
DFT (ωB97M-V/def2-TZVPD) results for one molecule with the formula C4H7NO2.

Last column: natural (NBO) charge in e.
Positions of all 14 atoms, in Å:
C1 -1.401 -1.307 -0.158  -0.70
C2 -0.244 -0.392 -0.181  0.36
N1 -0.136 0.787 0.326  -0.02
O1 -1.208 1.583 0.667  -0.52
C3 1.240 -0.464 -0.648  0.21
C4 1.293 1.028 0.222  -0.33
O2 1.975 -1.435 -0.344  -0.77
H1 -2.189 -0.943 -0.825  0.25
H2 -1.067 -2.293 -0.486  0.26
H3 -1.821 -1.377 0.851  0.25
H4 -0.935 2.097 1.442  0.48
H5 1.179 -0.075 -1.708  0.11
H6 1.585 1.981 -0.228  0.20
H7 1.803 0.813 1.161  0.22

Results
* HOMO energy: -0.2881 Ha
* total energy: -361.68704 Ha
* ΔE to the lowest compared entry with this formula, charge and spin: 5.2740 eV
* gap between HOMO and LUMO: 8.13 eV



4.
DFT (ωB97M-V/def2-TZVPD) results for a 10-piece molecular cluster, C33H67N10O13S overall at a distorted geometry.

Last column: Löwdin spin population.
Positions of all 124 atoms, in Å:
C1 -9.320 -2.797 1.137  0.01
N1 -7.912 -3.076 1.263  0.18
C2 -7.192 -3.546 0.240  0.09
C3 -5.852 -3.527 0.226  0.05
C4 -5.157 -3.135 1.419  0.23
C5 -5.895 -2.614 2.491  0.04
C6 -7.276 -2.610 2.376  0.15
C7 -3.679 -3.248 1.427  0.04
C8 -2.917 -2.172 1.907  0.04
C9 -1.508 -2.266 1.781  0.02
N2 -0.920 -3.422 1.203  0.06
C10 -1.712 -4.448 0.783  0.00
C11 -3.092 -4.403 0.904  0.04
C12 0.589 -3.499 1.040  0.00
H1 -9.759 -2.313 2.009  0.00
H2 -9.782 -3.778 1.029  0.01
H3 -9.496 -2.275 0.196  0.01
H4 -7.673 -3.867 -0.672  0.01
H5 -5.324 -3.672 -0.705  0.00
H6 -5.488 -2.272 3.430  0.00
H7 -7.784 -2.258 3.262  0.01
H8 -3.369 -1.237 2.205  0.00
H9 -0.818 -1.478 2.045  0.00
H10 -1.179 -5.292 0.371  0.00
H11 -3.709 -5.161 0.447  0.00
H12 1.091 -3.083 1.913  0.00
H13 0.833 -2.970 0.119  0.00
H14 0.919 -4.526 0.884  0.00
C13 1.740 0.196 -0.620  0.00
C14 1.343 1.591 -1.138  0.00
O1 1.959 2.132 -2.038  0.00
N3 0.310 2.330 -0.274  0.00
H15 0.048 1.947 0.623  0.00
H16 0.680 3.254 -0.101  0.00
C15 -0.985 2.198 -1.100  0.00
H17 2.335 -0.460 -1.256  0.00
H18 0.788 -0.274 -0.372  0.00
H19 2.356 0.356 0.265  0.00
H20 -1.636 2.883 -0.557  0.00
H21 -1.333 1.166 -1.052  0.00
H22 -0.873 2.432 -2.159  0.00
S1 -2.048 1.505 2.020  0.00
O2 -0.644 1.157 1.825  0.00
O3 -2.224 2.946 1.757  0.00
O4 -2.905 0.796 1.093  0.00
O5 -2.586 1.235 3.355  0.00
O6 -4.574 4.086 -2.359  0.00
C16 -4.169 4.166 -1.225  0.00
N4 -4.343 3.190 -0.346  0.00
C17 -3.419 5.421 -0.726  0.00
H23 -4.720 2.306 -0.657  0.00
H24 -3.880 3.100 0.547  0.00
H25 -2.597 5.668 -1.398  0.00
H26 -2.985 5.128 0.230  0.00
H27 -4.060 6.264 -0.466  0.00
O7 3.696 -2.753 0.441  0.00
C18 4.797 -2.628 -0.019  0.00
N5 5.880 -2.283 0.648  0.00
C19 4.914 -2.820 -1.521  0.00
H28 6.779 -2.168 0.202  0.00
H29 5.878 -2.134 1.647  0.00
H30 4.568 -3.823 -1.769  0.00
H31 5.877 -2.739 -2.024  0.00
H32 4.145 -2.307 -2.098  0.00
O8 -1.236 -1.528 -1.295  0.00
C20 -2.364 -1.593 -1.758  0.00
N6 -3.317 -0.838 -1.236  0.00
C21 -2.680 -2.407 -2.972  0.00
H33 -4.150 -0.742 -1.801  0.00
H34 -3.151 -0.207 -0.465  0.00
H35 -3.694 -2.318 -3.362  0.00
H36 -2.597 -3.446 -2.653  0.00
H37 -1.994 -2.183 -3.789  0.00
O9 1.126 -1.453 3.728  0.00
C22 2.027 -0.570 3.787  0.00
N7 1.790 0.650 3.369  0.00
C23 3.406 -0.991 4.197  0.00
H38 0.892 0.916 2.990  0.00
H39 2.609 1.185 3.118  0.00
H40 4.050 -0.119 4.311  0.00
H41 3.928 -1.631 3.486  0.00
H42 3.342 -1.456 5.181  0.00
O10 -0.336 -4.694 -2.142  0.00
C24 0.640 -4.160 -2.614  0.00
N8 0.886 -2.872 -2.448  0.00
C25 1.642 -4.997 -3.372  0.00
H43 1.607 -2.494 -3.046  0.00
H44 0.163 -2.253 -2.108  0.00
H45 1.825 -4.556 -4.352  0.00
H46 1.337 -6.029 -3.544  0.00
H47 2.588 -5.160 -2.856  0.00
O11 6.032 0.068 -4.713  0.00
C26 6.424 -0.222 -3.564  0.00
N9 7.276 -1.230 -3.380  0.00
C27 5.912 0.565 -2.376  0.00
H48 7.903 -1.308 -2.592  0.00
H49 7.464 -1.792 -4.197  0.00
H50 4.881 0.396 -2.062  0.00
H51 6.001 1.649 -2.440  0.00
H52 6.646 0.374 -1.593  0.00
C28 -0.094 5.391 -2.712  0.00
O12 -0.101 5.053 -1.333  0.00
C29 0.553 6.035 -0.504  0.00
C30 0.738 5.492 0.931  0.00
N10 1.885 4.537 0.897  0.00
C31 2.209 4.165 2.288  0.00
C32 3.527 3.368 2.384  0.00
O13 3.442 2.213 1.641  0.00
C33 4.689 1.497 1.724  0.00
H53 0.872 5.207 -3.183  0.00
H54 -0.316 6.421 -2.991  0.00
H55 -0.789 4.723 -3.220  0.00
H56 -0.054 6.936 -0.414  0.00
H57 1.523 6.230 -0.962  0.00
H58 -0.141 4.957 1.290  0.00
H59 0.862 6.286 1.667  0.00
H60 2.704 4.998 0.527  0.00
H61 1.407 3.544 2.688  0.00
H62 2.293 5.063 2.900  0.00
H63 3.867 3.238 3.411  0.00
H64 4.287 4.076 2.054  0.00
H65 4.865 1.246 2.770  0.00
H66 5.543 2.102 1.420  0.00
H67 4.619 0.553 1.184  0.00

Results
* HOMO energy (spin up / spin down): -0.2019 / -0.2530 Ha
* total energy: -3221.49846 Ha
* ⟨S²⟩: 0.7692
* 2S+1: 2
* gap between HOMO and LUMO (spin up / spin down): 5.31 / 6.70 eV